(1)
DFT (wB97M-V/def2-TZVPD) results for one molecule with the formula C7H7F3N2 at a distorted geometry.

The geometry in ORCA input format:
```
! wB97M-V def2-TZVPD RIJCOSX def2/J DEFGRID3
* xyz 0 1
F -2.12564 2.17029 0.46423
F -3.81992 0.36727 0.53047
F -2.97080 -2.29269 0.23499
N -1.86104 1.03575 -0.27479
N -0.11773 -0.45850 -1.03334
C 2.45307 1.20454 0.31450
C 1.62968 0.11863 0.93568
C -2.63722 0.04444 0.03855
C -0.78900 -1.53581 -0.50950
C -2.17255 -1.24284 0.04955
C 1.77513 1.05391 -1.00654
C 0.95194 0.04257 -0.52309
H 1.98674 -0.84127 1.17556
H -0.25321 -2.25015 0.14497
H 2.00108 1.44112 -1.96201
H 3.42741 1.02397 0.16400
H 2.51705 2.08299 0.81380
H -0.97797 -2.31388 -1.30390
H 0.98298 0.34968 1.74686
*
```

Summary:
Kohn-Sham gap (alpha / beta) ... 5.26 / 3.71 eV
Strongest force on any atom ... 4.3 eV Å⁻¹

Mulliken atomic charge list, values in e, 5 entries: F -0.192; F -0.251; F -0.277; N -0.280; N -0.536

=====

(2)
DFT (wB97M-V/def2-TZVPD) results for one molecule with the formula CH3NS2 at a distorted geometry.

The geometry in ORCA input format:
```
! wB97M-V def2-TZVPD RIJCOSX def2/J DEFGRID3
* xyz 0 1
S -1.80241 -0.32420 -0.39313
S 2.60356 0.05569 0.00097
N -0.35159 -0.45045 0.48554
C 1.08262 0.23390 -0.35791
H 0.59365 0.55522 -1.18461
H -2.07470 0.84041 0.16036
H -0.05114 -0.91057 1.28879
*
```

Summary:
Kohn-Sham gap ... 8.69 eV
SMILES ... S=CNS
Strongest force on any atom ... 6.5 eV Å⁻¹

Mulliken atomic charge list, values in e, 5 entries: S -0.133; S -0.216; N -0.354; C -0.006; H 0.345

=====

In the order shown, the computed relative energy (zero: lowest compared OMol25 entry of this formula, charge and spin) values come out to 216.2, 64.9 kcal per mole.